# 1
# C49H38AsNO2PPtS

C49H38AsNO2PPtS as an isolated structure (the ωB97M-V functional and the def2-TZVPD basis, the OMol25 dataset).

```
94
Properties=species:S:1:pos:R:3:lowdin_charge:R:1
Pt 0.709 -0.781 0.111 0.699
O 1.648 -1.587 4.030 0.047
C 0.887 -1.509 3.078 -0.594
O 0.996 -0.620 2.158 -0.227
C -0.341 -2.440 3.107 -0.101
C -0.545 -3.076 4.337 -0.022
C -1.651 -3.870 4.573 -0.075
C -2.600 -4.049 3.574 -0.082
C -2.410 -3.443 2.349 -0.097
C -1.287 -2.648 2.095 -0.299
P -1.100 -2.040 0.383 0.879
C -2.795 -1.426 0.087 -0.341
C -3.214 -0.416 0.956 -0.129
C -4.499 0.094 0.878 -0.089
C -5.381 -0.391 -0.079 -0.093
C -4.973 -1.394 -0.944 -0.083
C -3.688 -1.916 -0.858 -0.076
C -0.929 -3.612 -0.543 -0.334
C -1.170 -3.688 -1.915 -0.147
C -0.938 -4.868 -2.607 -0.080
C -0.443 -5.982 -1.945 -0.095
C -0.178 -5.910 -0.586 -0.083
C -0.420 -4.735 0.110 -0.079
H 0.201 -2.911 5.100 0.113
H -1.779 -4.342 5.540 0.099
H -3.477 -4.660 3.746 0.099
H -3.140 -3.595 1.562 0.111
H -2.527 -0.037 1.702 0.097
H -4.802 0.883 1.555 0.108
H -6.385 0.011 -0.146 0.099
H -5.658 -1.780 -1.689 0.099
H -3.399 -2.716 -1.525 0.086
H -1.503 -2.813 -2.454 0.066
H -1.129 -4.908 -3.672 0.102
H -0.253 -6.899 -2.490 0.097
H 0.225 -6.768 -0.063 0.101
H -0.201 -4.694 1.169 0.105
S 0.434 -0.827 -2.160 0.594
C -0.298 0.665 -2.759 -0.637
C -0.344 0.699 -4.165 -0.150
C -0.804 1.796 -4.858 -0.103
C -1.243 2.918 -4.161 -0.104
C -1.220 2.892 -2.781 -0.145
C -0.769 1.785 -2.051 -0.383
As -0.848 1.854 -0.080 1.337
C 0.623 3.071 0.336 -0.413
C 1.483 2.694 1.363 -0.114
C 2.579 3.491 1.676 -0.080
C 2.823 4.655 0.966 -0.092
C 1.962 5.037 -0.056 -0.090
C 0.866 4.249 -0.366 -0.112
C -2.342 3.118 0.084 -0.391
C -2.319 4.165 1.001 -0.104
C -3.451 4.945 1.217 -0.098
C -4.621 4.683 0.522 -0.109
C -4.657 3.633 -0.389 -0.099
C -3.531 2.855 -0.601 -0.143
H 0.023 -0.167 -4.704 0.088
H -0.814 1.781 -5.942 0.096
H -1.599 3.797 -4.683 0.093
H -1.589 3.761 -2.250 0.087
H 1.314 1.771 1.907 0.078
H 3.247 3.188 2.473 0.100
H 3.686 5.265 1.202 0.096
H 2.153 5.944 -0.618 0.097
H 0.208 4.544 -1.175 0.092
H -1.408 4.380 1.545 0.097
H -3.413 5.761 1.929 0.096
H -5.501 5.292 0.687 0.093
H -5.569 3.419 -0.935 0.098
H -3.570 2.037 -1.312 0.105
C 4.747 2.039 -2.977 -0.138
C 5.396 1.042 -2.262 -0.121
C 4.739 0.304 -1.290 -0.036
C 3.382 0.544 -0.980 -0.309
C 2.747 1.557 -1.716 -0.072
C 3.408 2.282 -2.688 -0.098
N 2.701 -0.161 -0.008 -0.135
C 3.493 -0.898 0.903 -0.351
C 4.325 -0.237 1.809 -0.034
C 5.072 -0.942 2.736 -0.092
C 4.995 -2.329 2.794 -0.117
C 4.163 -2.996 1.908 -0.099
C 3.427 -2.290 0.966 -0.055
H 5.267 2.610 -3.736 0.080
H 6.438 0.822 -2.468 0.089
H 5.274 -0.475 -0.767 0.102
H 1.717 1.785 -1.501 0.048
H 2.865 3.055 -3.221 0.098
H 4.369 0.845 1.769 0.109
H 5.702 -0.406 3.435 0.094
H 5.563 -2.879 3.534 0.088
H 4.087 -4.077 1.946 0.093
H 2.782 -2.808 0.265 0.095
```

**Lowest unoccupied orbital energy**: 2.385 eV
**Net charge**: -1
**Energy above the lowest of the compared OMol25 structures with the same formula, charge and spin**: 26.4 kJ/mol
**Highest occupied orbital energy**: -3.72 eV

=====

# 2
# C49H39BN2O11

A 4-piece molecular cluster, C49H39BN2O11 overall (the ωB97M-V functional and the def2-TZVPD basis, the OMol25 dataset).

```
102
Properties=species:S:1:pos:R:3:lowdin_charge:R:1
C -7.000 2.514 1.327 -0.039
O -7.207 2.897 -0.033 0.051
B -6.422 2.177 -0.897 -0.727
O -5.165 2.684 -1.199 0.171
N -6.862 0.958 -1.556 0.134
C -5.749 0.079 -1.983 -0.031
C -7.862 0.279 -0.848 -0.581
O -8.902 0.736 -0.654 0.205
O -7.524 -0.964 -0.457 0.008
C -7.894 -1.304 0.879 -0.035
C -6.642 -1.761 1.658 -0.442
O -6.792 -2.304 2.680 0.169
N -5.395 -1.485 1.045 -0.183
C -4.568 -0.538 1.799 -0.047
C -4.687 -2.699 0.672 -0.061
H -6.630 1.496 1.384 0.068
H -6.300 3.196 1.797 0.093
H -7.955 2.571 1.833 0.099
H -4.457 2.171 -0.787 0.097
H -6.148 -0.778 -2.505 0.090
H -5.110 0.615 -2.668 0.092
H -5.115 -0.224 -1.159 0.079
H -8.318 -0.474 1.428 0.136
H -8.565 -2.145 0.834 0.136
H -5.127 -0.087 2.607 0.087
H -4.310 0.282 1.129 0.068
H -3.644 -0.967 2.167 0.089
H -3.794 -2.457 0.113 0.059
H -4.420 -3.331 1.522 0.092
H -5.322 -3.270 0.003 0.096
C 0.355 -5.339 -1.293 -0.055
C 0.886 -6.006 -2.393 -0.054
C 0.399 -5.748 -3.663 -0.001
C -0.629 -4.831 -3.840 -0.081
C -1.177 -4.179 -2.733 -0.081
C -0.674 -4.429 -1.462 -0.001
C -2.310 -3.227 -2.894 -0.263
O -2.783 -2.654 -1.932 0.087
C -2.852 -2.999 -4.260 -0.078
C -3.943 -2.156 -4.424 0.003
C -4.452 -1.918 -5.688 -0.048
C -3.867 -2.519 -6.799 -0.052
C -2.782 -3.365 -6.642 0.001
C -2.276 -3.615 -5.373 -0.082
C -1.130 -4.552 -5.215 -0.276
O -0.618 -5.078 -6.181 0.109
H 0.743 -5.536 -0.302 0.108
H 1.682 -6.725 -2.257 0.108
H 0.814 -6.261 -4.520 0.121
H -1.091 -3.914 -0.607 0.119
H -4.395 -1.688 -3.561 0.092
H -5.305 -1.264 -5.812 0.110
H -4.262 -2.328 -7.788 0.109
H -2.329 -3.836 -7.503 0.121
C 2.878 1.914 -0.452 -0.047
C 1.686 1.500 -1.038 -0.051
C 0.476 1.779 -0.425 -0.001
C 0.453 2.463 0.784 -0.083
C 1.651 2.859 1.383 -0.082
C 2.860 2.592 0.755 -0.001
C 1.652 3.552 2.701 -0.276
O 2.693 3.898 3.221 0.101
C 0.345 3.800 3.370 -0.082
C 0.325 4.395 4.625 -0.001
C -0.884 4.643 5.253 -0.055
C -2.079 4.305 4.627 -0.055
C -2.065 3.707 3.379 -0.002
C -0.854 3.444 2.750 -0.081
C -0.855 2.770 1.423 -0.274
O -1.899 2.471 0.879 0.094
H 3.823 1.702 -0.935 0.109
H 1.703 0.960 -1.976 0.108
H -0.451 1.461 -0.882 0.119
H 3.788 2.910 1.211 0.115
H 1.254 4.661 5.109 0.120
H -0.897 5.103 6.233 0.108
H -3.023 4.507 5.117 0.108
H -2.993 3.440 2.892 0.116
C 11.486 -0.306 -1.000 -0.056
C 10.293 -0.714 -1.587 -0.057
C 9.085 -0.435 -0.972 -0.003
C 9.064 0.243 0.241 -0.083
C 10.263 0.633 0.841 -0.082
C 11.472 0.365 0.211 -0.002
C 10.267 1.321 2.162 -0.277
O 11.309 1.665 2.681 0.107
C 8.961 1.570 2.832 -0.083
C 8.942 2.162 4.089 -0.001
C 7.734 2.412 4.718 -0.053
C 6.538 2.078 4.091 -0.049
C 6.552 1.482 2.842 -0.003
C 7.761 1.219 2.211 -0.083
C 7.756 0.551 0.882 -0.276
O 6.711 0.261 0.334 0.096
H 12.429 -0.517 -1.487 0.108
H 10.307 -1.248 -2.528 0.107
H 8.156 -0.747 -1.429 0.120
H 12.399 0.678 0.671 0.121
H 9.873 2.424 4.574 0.121
H 7.722 2.870 5.698 0.108
H 5.594 2.281 4.580 0.109
H 5.622 1.219 2.357 0.113
```

**Lowest unoccupied orbital energy**: -1.203 eV
**Highest occupied orbital energy**: -9.00 eV

=====

# 3
# C49H39Br2GeIN4O5S2Ti

C49H39Br2GeIN4O5S2Ti as an isolated structure (the ωB97M-V functional and the def2-TZVPD basis, the OMol25 dataset).

```
104
Properties=species:S:1:pos:R:3:lowdin_charge:R:1
Ti 12.695 14.525 18.091 0.856
N 9.619 17.517 19.222 0.041
C 10.659 16.700 19.026 -0.889
S 10.344 15.058 18.558 0.661
N 11.852 17.202 19.260 -0.043
N 12.908 16.300 19.165 -0.118
C 14.051 16.848 19.663 -0.051
C 15.328 16.270 19.618 -0.150
C 16.507 17.010 20.051 -0.057
C 17.777 16.472 20.020 -0.123
C 17.968 15.247 19.301 -0.099
C 16.879 14.580 18.766 -0.025
C 15.513 14.944 19.036 -0.287
O 14.480 14.141 18.810 -0.168
H 8.676 17.188 18.934 0.095
H 9.785 18.496 19.439 0.094
H 13.947 17.836 20.141 0.122
H 16.298 17.987 20.521 0.106
H 18.571 17.045 20.508 0.089
H 18.966 14.813 19.226 0.093
H 17.104 13.600 18.341 0.108
Br 10.292 15.352 26.562 0.653
C 11.789 14.277 26.136 -0.729
C 12.730 13.823 27.104 -0.118
C 13.635 12.850 26.737 -0.093
C 13.691 12.393 25.417 -0.098
C 12.869 12.902 24.451 -0.144
C 11.883 13.846 24.790 -0.784
I 10.821 14.850 23.352 0.948
H 12.690 14.304 28.031 0.077
H 14.321 12.466 27.494 0.104
H 14.412 11.662 25.106 0.100
H 13.013 12.563 23.439 0.100
S 6.042 9.451 19.621 1.015
C 7.207 10.710 19.862 -0.471
N 8.135 10.952 18.992 0.074
C 7.968 10.058 17.927 -0.256
C 8.797 9.930 16.780 0.001
C 8.459 8.961 15.817 -0.101
C 7.508 7.997 16.062 -0.110
C 6.663 8.093 17.199 -0.114
C 6.853 9.091 18.135 -0.488
H 7.080 11.395 20.649 0.060
H 9.581 10.634 16.639 0.093
H 9.063 8.941 14.870 0.117
H 7.330 7.190 15.349 0.099
H 5.903 7.293 17.339 0.110
Br 13.518 8.230 15.891 0.746
C 13.076 8.842 17.589 -0.714
C 13.545 8.122 18.702 -0.124
C 13.437 8.708 19.985 -0.063
C 12.744 9.918 20.112 -0.016
C 12.321 10.578 18.964 -0.123
C 12.431 10.051 17.694 -0.083
C 11.948 12.029 19.181 -0.515
O 11.597 12.548 20.243 0.001
O 12.046 12.728 18.018 -0.253
H 14.042 7.188 18.531 0.081
H 13.838 8.148 20.830 0.099
H 12.574 10.338 21.109 0.119
H 12.056 10.500 16.789 0.101
O 12.069 16.317 15.243 0.013
C 12.868 15.352 15.251 -0.536
O 13.240 14.618 16.307 -0.167
C 13.557 14.928 13.976 -0.168
C 12.901 13.659 13.432 -0.233
Ge 11.620 13.849 11.853 1.028
C 11.977 15.491 10.882 -0.272
C 13.092 15.619 10.027 -0.111
C 13.264 16.748 9.246 -0.106
C 12.322 17.765 9.309 -0.087
C 11.239 17.683 10.234 -0.075
C 11.046 16.535 10.992 -0.093
C 9.862 13.964 12.627 -0.293
C 8.760 13.245 12.247 -0.128
C 7.556 13.343 12.945 -0.100
C 7.405 14.303 13.945 -0.085
C 8.518 15.090 14.310 -0.063
C 9.754 14.913 13.686 -0.092
C 11.797 12.249 10.716 -0.268
C 11.851 10.974 11.279 -0.118
C 12.281 9.856 10.543 -0.105
C 12.528 9.952 9.170 -0.090
C 12.282 11.210 8.516 -0.083
C 11.991 12.337 9.305 -0.107
H 14.579 14.626 14.174 0.112
H 13.459 15.680 13.207 0.093
H 12.308 13.108 14.209 0.087
H 13.700 12.950 13.125 0.069
H 13.853 14.862 10.037 0.098
H 14.065 16.867 8.577 0.082
H 12.548 18.668 8.715 0.101
H 10.516 18.500 10.336 0.100
H 10.193 16.450 11.658 0.092
H 8.857 12.516 11.442 0.096
H 6.734 12.635 12.678 0.108
H 6.466 14.495 14.416 0.086
H 8.430 15.889 15.045 0.106
H 10.580 15.474 14.107 0.075
H 11.621 10.807 12.340 0.107
H 12.405 8.922 11.091 0.098
H 12.976 9.072 8.642 0.105
H 12.422 11.309 7.469 0.077
H 11.807 13.295 8.800 0.095
```

**Lowest unoccupied orbital energy (alpha / beta)**: 2.081 / 2.081 eV
**Net charge**: -1
**⟨S²⟩**: 0.753
**Energy above the lowest of the compared OMol25 structures with the same formula, charge and spin**: 0.0 kJ/mol
**Spin multiplicity**: 2
**Highest occupied orbital energy (alpha / beta)**: -4.01 / -4.70 eV

=====

# 4
# C49H39I2NO16

A 8-piece molecular cluster, C49H39I2NO16 overall (the ωB97M-V functional and the def2-TZVPD basis, the OMol25 dataset).

```
107
Properties=species:S:1:pos:R:3:lowdin_charge:R:1
C -4.253 0.896 2.607 -0.101
C -3.062 -0.075 3.041 -0.271
N -2.924 -1.256 2.118 -0.055
C -2.377 -0.829 0.802 -0.237
O -1.114 -1.469 0.499 -0.144
C -0.005 -0.694 0.972 -0.478
O 0.664 -1.172 1.890 0.059
C 0.250 0.660 0.218 -0.585
I -0.202 0.627 -1.942 0.872
C 0.701 1.868 0.780 -0.627
C 0.883 3.239 -0.037 -0.175
I 1.177 1.989 2.927 0.989
H -5.009 0.944 3.463 0.075
H -3.900 1.960 2.375 0.071
H -4.811 0.543 1.666 0.080
H -3.342 -0.521 4.058 0.102
H -2.058 0.466 3.200 0.100
H -2.261 -1.905 2.561 0.110
H -3.121 -1.205 0.011 0.143
H -2.373 0.304 0.717 0.126
H -0.110 3.812 0.090 0.070
H 1.697 3.888 0.446 0.081
H 1.198 3.088 -1.113 0.043
C 0.448 6.018 2.932 0.014
C 1.036 7.214 2.921 0.028
C 0.350 8.399 2.366 -0.387
O 0.885 9.490 2.352 0.105
C -1.012 8.204 1.825 0.024
C -1.598 7.007 1.839 0.003
C -0.915 5.824 2.393 -0.402
O -1.453 4.732 2.404 0.071
H 0.936 5.140 3.332 0.068
H 2.033 7.371 3.313 0.124
H -1.500 9.082 1.421 0.123
H -2.595 6.848 1.446 0.120
C -2.805 5.416 -1.703 0.039
C -3.525 5.499 -2.821 0.018
C -2.905 5.891 -4.106 -0.409
O -3.563 5.968 -5.125 0.097
C -1.456 6.185 -4.101 0.021
C -0.736 6.102 -2.983 0.032
C -1.356 5.710 -1.700 -0.357
O -0.700 5.632 -0.677 0.061
H -3.242 5.131 -0.754 0.124
H -4.587 5.286 -2.842 0.125
H -1.019 6.469 -5.050 0.129
H 0.325 6.314 -2.961 0.125
C 0.277 -0.431 8.719 0.022
C -0.911 -0.487 8.117 0.023
C -1.084 -0.034 6.720 -0.373
O -2.168 -0.082 6.171 0.098
C 0.111 0.481 6.016 -0.013
C 1.299 0.536 6.620 0.018
C 1.472 0.083 8.016 -0.386
O 2.555 0.132 8.566 0.108
H 0.422 -0.758 9.741 0.123
H -1.795 -0.861 8.616 0.122
H -0.030 0.810 4.990 -0.016
H 2.184 0.911 6.120 0.113
C -4.098 2.810 -5.033 0.031
C -5.052 1.911 -5.277 0.034
C -4.717 0.523 -5.659 -0.384
O -5.586 -0.297 -5.883 0.113
C -3.285 0.169 -5.758 0.032
C -2.330 1.068 -5.515 0.011
C -2.665 2.457 -5.132 -0.367
O -1.795 3.279 -4.907 0.094
H -4.325 3.831 -4.754 0.087
H -6.105 2.153 -5.208 0.125
H -3.058 -0.852 -6.038 0.127
H -1.277 0.826 -5.584 0.119
C -0.654 -5.925 -2.883 0.012
C -0.343 -6.854 -1.980 0.001
C -0.252 -6.526 -0.543 -0.393
O 0.035 -7.375 0.282 0.092
C -0.520 -5.129 -0.144 0.032
C -0.831 -4.198 -1.047 0.031
C -0.923 -4.526 -2.486 -0.377
O -1.208 -3.678 -3.311 0.095
H -0.724 -6.148 -3.940 0.125
H -0.144 -7.882 -2.255 0.124
H -0.448 -4.906 0.913 0.124
H -1.028 -3.170 -0.771 0.095
C 5.613 -7.663 -3.649 0.023
C 4.580 -6.855 -3.891 0.022
C 3.394 -6.842 -3.009 -0.383
O 2.450 -6.107 -3.230 0.094
C 3.398 -7.757 -1.847 0.023
C 4.431 -8.564 -1.605 0.028
C 5.617 -8.578 -2.487 -0.386
O 6.561 -9.312 -2.267 0.103
H 6.489 -7.686 -4.285 0.122
H 4.561 -6.179 -4.737 0.121
H 2.522 -7.734 -1.210 0.112
H 4.450 -9.241 -0.759 0.125
C 3.615 -3.018 -0.228 0.038
C 3.632 -1.725 0.098 0.031
C 4.866 -1.065 0.550 -0.386
O 4.868 0.112 0.845 0.107
C 6.093 -1.887 0.630 0.025
C 6.081 -3.181 0.305 0.024
C 4.839 -3.844 -0.151 -0.376
O 4.826 -5.024 -0.451 0.101
H 2.714 -3.519 -0.562 0.119
H 2.747 -1.104 0.049 0.103
H 6.992 -1.384 0.964 0.122
H 6.968 -3.799 0.357 0.122
```

**Lowest unoccupied orbital energy**: -1.944 eV
**Highest occupied orbital energy**: -9.27 eV

=====

In the order shown, the computed F_max values come out to 0.0039, 0.0949, 0.0684, 0.0689 Eh/bohr.
In the order shown, the computed DFT total energy values come out to -5190.056323, -2852.789242, -11654.538667, -3744.252474 Ha.